# C24H19N4OTi

C24H19N4OTi as an isolated structure (ωB97M-V with the def2-TZVPD basis set, the OMol25 dataset).

orbital gap (spin up / spin down)	7.019 / 7.197	eV
molecular weight	427.31	g mol⁻¹

Structure (ORCA input):
```
! RIJCOSX wB97M-V def2-TZVPD def2/J DEFGRID3
* xyz 2 2
Ti 0.41792 -0.17596 0.39082
C 4.74962 -0.29201 -0.39244
C 3.49859 -0.65440 0.09346
N 2.44498 0.15325 0.07911
C 2.59348 1.44063 -0.41374
C 3.81824 1.86896 -0.94094
C 4.89508 0.96554 -0.92428
C 3.92647 3.20274 -1.42387
C 2.85375 4.03200 -1.33674
C 1.62785 3.59697 -0.75772
C 1.48774 2.32892 -0.28104
N 0.35688 1.74695 0.36156
C -0.24840 2.29025 1.53078
C -0.64277 3.57575 1.74924
C -1.17977 3.97725 3.00666
C -1.31170 3.09765 4.03464
C -0.91023 1.74456 3.84644
C -0.95212 0.77134 4.86322
C -0.51391 -0.50973 4.63650
C -0.03432 -0.82033 3.36574
N 0.01615 0.06261 2.37914
C -0.41380 1.35704 2.59722
H 5.56983 -0.99319 -0.34958
H 3.34534 -1.64264 0.51176
H 5.85352 1.27724 -1.32431
H 4.86274 3.54247 -1.84771
H 2.92397 5.04737 -1.70344
H 0.80024 4.29082 -0.70288
H -0.54222 4.31241 0.96437
H -1.47718 5.00889 3.13760
H -1.70463 3.41337 4.99239
H -1.32800 1.04403 5.84335
H -0.52924 -1.26782 5.40571
H 0.31371 -1.82151 3.13861
O -1.65087 -0.15438 -0.18881
C -2.44999 -1.35168 -0.07584
C -1.50228 -2.51505 -0.09388
C -1.98796 -3.80846 -0.08465
C -1.09151 -4.85839 -0.16045
C 0.26767 -4.58576 -0.25541
C 0.67238 -3.27354 -0.24734
N -0.18964 -2.23843 -0.14909
H -2.18153 0.64088 -0.27906
H -3.13936 -1.40764 -0.91617
H -3.02099 -1.31426 0.85167
H -3.05424 -3.98995 -0.03662
H -1.44612 -5.88095 -0.15981
H 0.99953 -5.37626 -0.34150
H 1.71923 -3.01345 -0.33249
*
```

Here are the Mulliken charges for atoms 1 to 5, given in e: atom 1 (Ti): 0.366, atom 2 (C): -1.128, atom 3 (C): 0.084, atom 4 (N): -0.029, atom 5 (C): 1.121